{
  "formula": "C4H26NO9",
  "method": "ωB97M-V/def2-TZVPD",
  "species": ["C", "O", "C", "C", "C", "N", "H", "H", "H", "H", "H", "H", "H", "H", "H", "H", "H", "H", "O", "H", "H", "O", "H", "H", "O", "H", "H", "O", "H", "H", "O", "H", "H", "O", "H", "H", "O", "H", "H", "O"],
  "positions_angstrom": [[-0.040, -0.888, 0.723], [0.066, -2.314, 0.812], [0.073, -0.402, -0.791], [-0.380, 1.131, -0.940], [0.709, 1.874, -1.789], [-0.735, -1.342, -1.667], [0.713, -0.474, 1.440], [-1.027, -0.694, 1.238], [1.046, -0.731, -1.035], [-0.511, 1.603, 0.077], [-1.314, 1.129, -1.547], [0.704, 1.532, -2.851], [0.447, 2.951, -1.793], [1.635, 1.572, -1.343], [-1.289, -0.975, -2.389], [-1.187, -1.971, -1.011], [-3.035, 0.911, -2.388], [-2.559, -0.398, -2.979], [-3.191, 0.285, -3.067], [2.041, 2.719, 2.040], [2.440, 0.935, 2.031], [1.563, 1.925, 2.085], [0.360, 2.132, 2.599], [-0.507, 1.293, 3.595], [-0.739, 2.013, 2.984], [-2.806, -1.987, 0.322], [-1.868, -3.052, 0.812], [-2.761, -2.972, 0.356], [3.117, -1.230, 1.867], [3.360, 0.406, 3.073], [3.441, 0.274, 2.131], [3.132, -2.420, 0.767], [1.035, -2.570, 1.048], [2.701, -2.118, 1.560], [-3.521, 1.941, 1.377], [-2.050, 1.797, 1.898], [-2.740, 1.440, 1.320], [1.281, -1.782, -3.874], [1.019, -0.722, -2.898], [1.375, -0.820, -3.792]],
  "forces_ev_per_angstrom": [[-0.67, -0.26, 0.86], [1.73, -0.92, 0.14], [-2.86, 0.06, 1.32], [1.32, -0.99, -0.57], [-1.85, -0.25, -0.17], [1.48, -0.54, 2.28], [-0.38, 0.23, -1.21], [0.69, 0.43, -1.08], [1.77, 0.96, -0.26], [0.06, -0.57, -1.28], [0.47, 0.09, 0.97], [-0.04, 0.14, 0.73], [0.78, -0.43, 0.12], [0.84, 0.68, 0.13], [-0.42, 0.59, -0.25], [-0.42, -0.23, -0.89], [0.33, 0.72, 1.10], [0.60, -0.79, 0.24], [-1.60, 0.27, -1.55], [1.10, 1.58, -0.14], [1.04, 0.11, -0.44], [-0.78, -1.77, 0.07], [-1.48, -0.46, -0.01], [-0.63, 0.23, -0.17], [1.94, 0.05, 0.09], [-0.38, -0.95, -0.02], [-1.12, -0.17, -0.73], [1.53, 1.19, 0.83], [-0.41, -0.22, -0.62], [0.67, -0.25, 0.81], [-1.68, 0.72, -0.11], [0.50, 0.12, -0.30], [-1.92, 1.09, -0.32], [-0.08, -0.16, 0.62], [-1.24, 1.07, 0.34], [0.49, 0.20, 0.75], [0.62, -1.47, -1.06], [0.08, 0.31, -0.27], [-0.04, 0.24, -0.07], [0.00, -0.65, 0.12]],
  "energy_ev": -24488.237,
  "e_above_lowest_kcal_mol": 46.6,
  "orbital_gap_ha": 0.3461,
  "charge": -1,
  "spin_multiplicity": 1,
  "lumo_ev": 3.164,
  "homo_energy_ev": -6.25
}

{
  "formula": "C2H9N2",
  "method": "ωB97M-V/def2-TZVPD",
  "species": ["C", "H", "H", "H", "H", "N", "C", "N", "H", "H", "H", "H", "H"],
  "positions_angstrom": [[-0.534, -4.360, 4.292], [-1.006, -4.201, 3.312], [0.293, -3.664, 4.364], [-1.298, -3.961, 4.964], [-0.471, -5.436, 4.362], [0.767, 1.834, -3.336], [0.653, 3.021, -2.779], [-0.276, 3.328, -1.905], [0.163, 1.083, -3.053], [1.641, 1.714, -3.835], [1.400, 3.754, -3.058], [-0.309, 4.239, -1.482], [-1.022, 2.650, -1.848]],
  "forces_ev_per_angstrom": [[-1.86, 1.05, -0.87], [0.27, 0.09, -0.03], [0.66, -0.73, 0.09], [0.09, -0.38, 0.29], [0.84, -0.03, 0.53], [0.44, 1.39, 0.32], [0.14, -0.15, 0.26], [0.43, -0.60, -1.12], [0.15, -0.49, -0.26], [-0.44, -0.70, -0.22], [-0.03, 0.10, 0.19], [-0.31, 0.05, 0.06], [-0.38, 0.40, 0.76]],
  "energy_ev": -5193.473,
  "e_above_lowest_kcal_mol": 11.1,
  "orbital_gap_ha": 0.3730,
  "charge": 1,
  "spin_multiplicity": 1,
  "lumo_ev": -4.183,
  "homo_energy_ev": -14.33
}

{
  "formula": "C5H12N4P2S",
  "method": "ωB97M-V/def2-TZVPD",
  "species": ["C", "C", "C", "C", "C", "N", "N", "N", "N", "P", "P", "S", "H", "H", "H", "H", "H", "H", "H", "H", "H", "H", "H", "H"],
  "positions_angstrom": [[-0.921, -0.091, 0.249], [-1.685, -2.109, -0.748], [-3.117, -0.888, 0.578], [2.265, 1.796, 1.318], [2.012, 1.427, -1.515], [-1.309, 1.111, 0.295], [0.551, -0.267, 0.133], [-0.361, 2.151, 0.160], [-1.717, -1.148, 0.349], [1.311, -1.859, 0.421], [1.087, 1.403, 0.053], [3.199, -1.614, 0.157], [-0.932, -1.994, -1.429], [-1.483, -3.069, -0.205], [-2.626, -2.222, -1.325], [-3.535, -0.679, -0.413], [-3.503, -1.840, 0.910], [-3.245, -0.065, 1.324], [3.162, 1.125, 1.216], [2.656, 2.720, 1.353], [1.785, 1.545, 2.353], [2.609, 2.335, -1.379], [2.689, 0.671, -1.665], [1.108, 1.560, -2.189]],
  "forces_ev_per_angstrom": [[2.69, 2.34, -0.25], [-1.10, -2.63, 2.26], [-0.01, 0.80, 0.67], [-0.55, -4.77, 2.46], [-2.89, 3.08, 0.98], [-0.90, 0.74, -0.58], [-0.44, -0.98, 0.80], [1.51, -1.03, 0.28], [-1.09, -1.90, -0.38], [-0.41, 2.30, -0.51], [-0.72, -1.18, -0.53], [-0.23, -0.18, 0.15], [2.16, 0.70, -1.67], [-0.37, 0.20, -1.02], [0.37, 0.40, 0.53], [-0.59, 0.59, 0.46], [-0.58, -0.07, 0.34], [-0.13, -0.78, -0.76], [-0.89, 0.34, -0.01], [0.85, 3.65, -0.17], [0.78, 0.54, -1.85], [-0.22, 0.29, -0.74], [1.08, -2.21, -0.48], [1.68, -0.22, 0.02]],
  "energy_ev": -40750.719,
  "e_above_lowest_kcal_mol": 0.0,
  "orbital_gap_ha": 0.2207,
  "smiles": "CN(C)C1=NN=P(C)(C)N1P=S",
  "spin_multiplicity": 1,
  "lumo_ev": -1.218,
  "homo_energy_ev": -7.22
}

{
  "formula": "C21H15AsBr3IrN3O6S",
  "method": "ωB97M-V/def2-TZVPD",
  "species": ["Ir", "O", "As", "O", "O", "C", "C", "C", "C", "C", "C", "S", "O", "O", "O", "H", "H", "H", "H", "H", "Br", "C", "C", "C", "N", "C", "C", "C", "C", "C", "Br", "C", "C", "N", "H", "H", "H", "H", "H", "H", "Br", "C", "C", "C", "N", "C", "C", "H", "H", "H", "H"],
  "positions_angstrom": [[-0.105, -0.022, -0.210], [-0.259, -1.547, 3.186], [-1.211, -0.119, 2.924], [-1.060, 0.842, 4.201], [-0.639, 0.696, 1.500], [-3.070, -0.582, 2.543], [-3.937, -0.307, 3.589], [-5.286, -0.602, 3.444], [-5.763, -1.149, 2.262], [-4.901, -1.411, 1.210], [-3.551, -1.120, 1.352], [-2.495, -1.505, -0.029], [-3.187, -2.388, -0.901], [-2.126, -0.195, -0.701], [-1.237, -2.022, 0.552], [-0.408, -2.188, 2.472], [-3.540, 0.128, 4.497], [-5.962, -0.405, 4.265], [-6.815, -1.375, 2.152], [-5.242, -1.851, 0.282], [2.365, -2.195, -5.949], [1.649, -1.582, -4.322], [0.320, -1.056, -4.306], [-0.181, -0.633, -3.120], [0.537, -0.674, -1.963], [1.858, -1.160, -1.973], [2.399, -1.634, -3.182], [2.528, -1.081, -0.737], [3.796, -1.620, -0.449], [4.304, -1.506, 0.815], [5.982, -2.248, 1.230], [3.575, -0.844, 1.827], [2.345, -0.344, 1.507], [1.823, -0.438, 0.268], [-0.270, -1.007, -5.207], [-1.191, -0.250, -3.042], [3.406, -2.023, -3.203], [4.348, -2.141, -1.217], [3.968, -0.737, 2.826], [1.758, 0.173, 2.253], [2.851, 6.227, -1.349], [1.931, 4.607, -1.110], [1.418, 4.269, 0.134], [0.782, 3.050, 0.272], [0.647, 2.198, -0.748], [1.114, 2.539, -1.950], [1.763, 3.735, -2.178], [1.511, 4.936, 0.979], [0.364, 2.744, 1.223], [0.966, 1.834, -2.759], [2.128, 3.982, -3.164]],
  "forces_ev_per_angstrom": [[-0.42, 0.72, 0.78], [0.08, -0.01, -0.58], [-1.27, -0.31, 1.57], [0.04, 0.18, 0.01], [1.08, -0.19, -1.83], [0.83, 0.15, -0.13], [0.09, -0.08, -0.14], [-0.07, 0.01, 0.01], [-0.10, 0.03, 0.10], [0.26, 0.01, -0.17], [-0.03, -0.04, -0.27], [-1.10, -1.21, 0.58], [0.00, 0.22, -0.07], [0.85, 0.51, -0.37], [0.23, 0.23, 0.04], [-0.01, -0.08, 0.05], [-0.05, 0.01, 0.03], [-0.03, 0.00, -0.03], [0.00, -0.01, 0.03], [-0.09, 0.02, 0.05], [-0.14, 0.11, 0.26], [0.39, -0.17, -0.12], [-0.15, 0.13, 0.25], [-0.33, -0.08, -0.66], [-0.05, 0.07, 0.51], [0.20, 0.01, 0.07], [-0.10, -0.02, -0.10], [-0.16, 0.18, 0.10], [0.08, 0.00, 0.02], [0.12, -0.04, 0.04], [-0.20, 0.10, -0.06], [0.05, -0.06, -0.16], [0.08, 0.12, 0.27], [0.18, -0.34, -0.28], [-0.03, -0.01, 0.02], [0.03, -0.02, 0.06], [0.00, 0.00, -0.02], [0.00, 0.00, 0.00], [-0.02, 0.01, 0.01], [-0.06, -0.03, -0.06], [-0.10, -0.12, 0.02], [0.01, 0.02, -0.02], [0.03, 0.05, -0.05], [0.04, 0.13, 0.03], [-0.25, -0.25, 0.22], [0.05, 0.01, -0.09], [0.01, 0.07, 0.03], [0.00, -0.02, 0.01], [0.03, 0.00, -0.02], [0.01, -0.02, 0.04], [0.01, -0.02, 0.00]],
  "energy_ev": -323406.955,
  "e_above_lowest_kcal_mol": 16.8,
  "orbital_gap_ha": [0.2234, 0.2092],
  "charge": 1,
  "s2": 6.03,
  "spin_multiplicity": 5,
  "lumo_ev": [-3.412, -6.862],
  "homo_energy_ev": [-9.49, -12.55]
}

{
  "formula": "C4H9N",
  "method": "ωB97M-V/def2-TZVPD",
  "species": ["C", "C", "C", "C", "H", "H", "H", "H", "H", "H", "H", "H", "H", "N"],
  "positions_angstrom": [[-0.477, 0.001, 0.376], [0.453, -1.076, -0.122], [1.564, 0.028, 0.022], [0.472, 1.075, -0.162], [-1.874, -0.121, -1.038], [-2.447, 0.769, 0.183], [-0.467, 0.015, 1.458], [0.537, -1.992, 0.411], [0.250, -1.364, -1.155], [2.522, -0.012, -0.591], [1.952, 0.012, 1.081], [0.147, 1.253, -1.224], [0.537, 2.026, 0.344], [-1.890, -0.108, -0.022]],
  "forces_ev_per_angstrom": [[-1.88, 0.20, 0.53], [0.86, 0.56, -0.45], [2.06, -0.98, 0.02], [-0.65, 0.12, -0.99], [-0.24, -0.23, -0.11], [1.06, -1.29, 0.05], [0.13, 0.00, 0.38], [0.13, -0.63, 0.76], [0.05, 0.40, -0.19], [-1.44, 0.15, 0.30], [-0.63, 0.16, -0.89], [0.77, -0.16, 0.71], [0.08, 0.26, 0.22], [-0.27, 1.44, -0.32]],
  "energy_ev": -5783.000,
  "e_above_lowest_kcal_mol": 18.7,
  "orbital_gap_ha": 0.3894,
  "smiles": "NC1CCC1",
  "spin_multiplicity": 1,
  "lumo_ev": 1.268,
  "homo_energy_ev": -9.33
}

{
  "formula": "C20H24FNO",
  "method": "ωB97M-V/def2-TZVPD",
  "species": ["F", "O", "C", "C", "C", "C", "C", "C", "C", "C", "C", "C", "C", "C", "N", "C", "C", "C", "C", "C", "C", "C", "C", "H", "H", "H", "H", "H", "H", "H", "H", "H", "H", "H", "H", "H", "H", "H", "H", "H", "H", "H", "H", "H", "H", "H", "H"],
  "positions_angstrom": [[-3.168, -1.080, -1.188], [-0.852, 1.677, 6.931], [-0.568, -0.411, 5.780], [-1.628, 1.443, 4.721], [-0.741, -1.189, 4.620], [-1.772, 0.661, 3.562], [-0.103, -1.890, 1.606], [-2.274, -1.026, 1.069], [0.113, -2.355, 0.268], [-2.118, -1.415, -0.272], [-1.100, 0.853, 5.835], [-1.343, -0.647, 3.387], [-1.270, -1.242, 2.041], [-0.932, -2.053, -0.705], [0.088, -3.435, -2.460], [3.660, 3.184, -2.320], [2.609, 2.200, -2.668], [1.207, 2.531, -2.208], [0.147, 1.473, -2.582], [0.600, -0.986, -3.860], [0.452, -0.068, -2.580], [-0.614, -1.116, -3.028], [-0.852, -2.389, -2.199], [-1.118, 2.558, 6.624], [-0.071, -0.699, 6.654], [-1.953, 2.459, 4.886], [-0.191, -2.084, 4.556], [-2.261, 1.297, 2.733], [0.696, -1.998, 2.248], [-3.156, -0.552, 1.433], [1.211, -2.628, 0.091], [-0.194, -4.090, -1.723], [-0.142, -3.851, -3.309], [3.906, 3.128, -1.258], [3.160, 4.151, -2.413], [4.565, 3.104, -2.901], [2.926, 1.290, -2.150], [2.537, 1.950, -3.734], [1.015, 3.541, -2.641], [1.209, 2.642, -1.083], [-0.759, 1.564, -1.968], [-0.281, 1.654, -3.562], [0.464, -0.584, -4.819], [1.268, -1.800, -3.811], [0.969, -0.282, -1.652], [-1.507, -0.697, -3.547], [-1.835, -2.792, -2.405]],
  "forces_ev_per_angstrom": [[2.14, -0.84, 1.61], [-0.36, -0.62, -0.53], [-1.28, -0.62, -1.59], [-0.54, -1.58, -0.20], [-0.19, 2.12, -1.41], [-1.51, 2.79, -1.44], [-1.41, -0.35, -2.40], [0.59, -0.44, -0.16], [-0.87, 2.04, 0.64], [-0.01, 0.36, 0.61], [1.01, 1.67, 0.42], [0.95, 0.31, 3.05], [0.27, -0.63, -1.49], [0.69, -0.42, 0.26], [0.87, -0.06, 2.65], [-0.65, 1.42, 0.60], [-0.17, -2.26, 0.03], [0.12, 0.16, 1.07], [-1.22, -1.04, -0.84], [0.22, 0.96, 2.15], [-0.59, -0.04, -0.99], [-0.56, 1.25, 0.12], [-0.76, 1.34, 0.57], [0.17, -0.19, 0.52], [0.82, -1.03, 0.93], [-0.29, 0.24, -0.88], [0.23, -1.31, 0.01], [0.93, -1.54, 0.84], [1.56, -0.20, 1.51], [-0.74, 0.34, -0.24], [-2.13, -0.08, -0.51], [0.77, -0.42, -0.52], [-0.30, -0.89, -1.80], [0.14, -0.18, 0.00], [0.69, 0.53, -0.34], [0.19, 0.12, -0.23], [-0.27, -0.48, -0.39], [0.34, 0.18, 0.03], [-0.58, -0.68, 0.35], [0.01, 0.05, -1.02], [0.36, 0.25, 0.34], [0.21, 0.40, -0.55], [0.00, 0.81, -1.05], [0.91, -0.65, 0.13], [0.33, -0.86, -0.27], [0.51, -0.32, 0.84], [-0.64, 0.39, -0.41]],
  "energy_ev": -27381.739,
  "orbital_gap_ha": 0.3277,
  "smiles": "CCCC[C@@H]1C[C@H]1[C@@H](N)c1ccc(-c2ccc(O)cc2)cc1F",
  "spin_multiplicity": 1,
  "lumo_ev": 0.570,
  "homo_energy_ev": -8.35
}